# C32H96As2F12N9O11

C32H96As2F12N9O11 as an isolated structure (wB97M-V/def2-TZVPD, the Open Molecules 2025 dataset).

XYZ file:
```
162
Properties=species:S:1:pos:R:3:forces:R:3
C 2.56111 -1.60703 -2.95501 0.7237 0.6219 -0.1157
C 1.75173 -0.79720 -3.99682 0.8969 -0.5979 1.2685
C 1.95666 0.69589 -4.14873 0.1409 -0.3704 0.7748
O 1.05918 1.12572 -5.12702 -0.1286 -0.0511 -0.9280
C 1.35889 2.30966 -5.84328 0.3626 0.5691 -0.3769
N 1.82779 -1.52386 -5.32842 1.5262 1.7810 -0.7296
H 2.69790 -1.25593 -5.79189 0.1964 -0.4496 -0.1096
H 1.73447 -2.53167 -5.21482 -0.0128 0.0280 -0.0506
H 1.07883 -1.15902 -5.92566 0.0845 -0.3568 0.1246
H 2.08611 -2.56599 -2.75010 0.0795 0.3221 -0.0232
H 2.65252 -1.05357 -2.02058 -0.3250 0.1188 0.0427
H 3.59631 -1.83023 -3.23018 0.0555 0.1808 -0.3939
H 0.71279 -1.06482 -3.78429 1.4023 2.3033 0.6124
H 3.01107 0.92057 -4.34427 -0.0147 0.3542 -0.3631
H 1.64122 1.17552 -3.21712 0.5232 -0.1904 0.2838
H 0.94742 2.19297 -6.84526 0.3345 -0.0896 -0.0989
H 2.43469 2.50541 -5.85570 0.0321 -0.3284 -0.3615
H 0.93813 3.25059 -5.47382 -0.3641 -0.3623 0.6470
C -4.49365 4.33541 -0.36681 -0.0886 -0.3144 0.3311
C -3.51183 3.59194 0.56286 -0.8205 0.7486 -1.2397
C -3.92738 3.89929 1.96593 -0.9357 -0.1293 1.3672
O -3.14947 3.21692 2.93624 0.6754 0.1423 -0.8907
C -3.51187 3.52468 4.26750 -0.9176 0.6646 0.4447
N -3.54188 2.08885 0.31420 1.7066 0.2415 1.1000
H -4.06721 1.54573 1.02940 -0.8449 0.0029 -0.3167
H -3.67231 1.76762 -0.63777 -0.5733 0.3005 -0.0245
H -2.58089 1.81057 0.54480 0.0309 -0.3053 -0.0809
H -5.46311 3.83951 -0.29411 -0.0124 -0.0877 -0.4483
H -4.12593 4.43341 -1.38700 -0.1513 -0.3165 -0.0791
H -4.70137 5.35153 -0.03212 0.3448 0.0061 0.1915
H -2.49235 3.85450 0.28227 0.0798 0.2955 0.5264
H -4.99355 3.67822 2.12703 -0.0450 -0.9115 -0.3532
H -4.05973 4.97319 2.14175 1.2378 0.2643 -0.1043
H -2.70013 3.28257 4.95170 0.0240 -0.1214 -0.1333
H -4.42244 3.00546 4.57308 0.1508 -0.2373 -0.0627
H -3.73693 4.59224 4.35642 0.2671 0.0577 0.0600
C -0.56596 -3.55424 2.89668 -1.1719 0.3258 1.2971
C -1.36386 -4.21774 4.03048 0.3712 -0.3916 0.6832
C -2.74064 -4.77599 3.65214 -0.1848 -0.8266 -0.2717
O -3.18270 -5.87833 4.42302 1.0476 0.0079 0.1386
C -3.49890 -5.55540 5.76324 -0.4619 1.2486 0.5969
N -0.51587 -5.43287 4.52205 -0.5755 0.3771 -0.1523
H -1.00462 -5.91745 5.27877 -0.1266 -0.0595 0.0056
H -0.39202 -6.11389 3.77256 -0.0308 -0.0542 -0.0530
H 0.40314 -5.15023 4.85565 0.0261 0.0907 0.0143
H -1.06640 -2.62653 2.61766 -0.3689 -0.2817 -0.3540
H -0.52401 -4.27076 2.07847 0.5396 0.3292 -0.2530
H 0.36103 -3.15841 3.31270 0.4160 -0.5823 -0.3250
H -1.47889 -3.59281 4.91526 0.2864 0.1516 -0.0435
H -2.62570 -5.18604 2.64624 -0.3736 0.1264 -0.1832
H -3.52059 -4.01614 3.70519 0.3209 0.4103 -0.2988
H -4.06910 -6.36284 6.21030 0.0596 -0.0260 -0.1091
H -4.04911 -4.60744 5.81958 -0.6036 -0.2825 -0.2846
H -2.66635 -5.27115 6.42534 0.5663 -0.6861 -0.2188
C -5.89534 -3.45332 -2.35659 0.1263 -0.1625 0.0596
C -5.05924 -3.52137 -1.06518 -0.2140 0.3384 -1.7764
C -4.50801 -4.91879 -0.83357 -0.1330 0.5532 0.7523
O -3.61896 -5.30060 -1.83612 -0.5359 0.3414 -0.3778
C -3.32340 -6.69484 -1.76171 0.5531 0.1545 -0.4286
N -3.90791 -2.51512 -1.19843 -0.1453 -0.4048 0.9688
H -4.27525 -1.67456 -1.62993 0.0859 0.1042 0.0002
H -3.59636 -2.30209 -0.24757 0.1094 0.3863 0.0524
H -3.07760 -2.83913 -1.70591 -0.0642 -0.3566 -0.3882
H -6.36743 -2.50867 -2.63704 0.1289 0.2878 0.6663
H -6.71745 -4.15293 -2.21047 0.0579 -0.1335 -0.3626
H -5.29163 -3.71216 -3.22714 -0.0373 -0.4867 0.1085
H -5.66249 -3.18930 -0.22236 0.1905 -0.0397 0.1704
H -5.39398 -5.55422 -0.74306 0.0983 -0.2649 -0.1215
H -4.01959 -4.91378 0.15110 0.1211 -0.2218 0.1076
H -2.76639 -6.98973 -2.64977 0.0877 0.3376 -0.0227
H -4.23189 -7.29739 -1.78815 -0.0045 0.0081 0.5425
H -2.66541 -6.81895 -0.89889 -0.3384 -0.6028 0.1623
C 7.96718 -2.71821 1.13894 -0.5961 0.9081 -0.4497
C 6.63833 -3.36591 1.58767 1.4485 -1.0974 0.1542
C 5.42536 -2.46801 1.40944 0.7024 0.0509 0.3754
O 4.25939 -3.16254 1.76841 -0.1345 -0.1799 -0.1841
C 3.11398 -2.33336 1.95984 0.0641 0.8071 0.3585
N 6.43946 -4.60284 0.71892 -1.3020 0.9157 -1.1535
H 5.50866 -4.98660 0.90957 0.2942 -0.5861 0.4973
H 6.30095 -4.26387 -0.23817 0.4338 -0.0712 -0.1787
H 7.19380 -5.28772 0.68109 -0.0311 -0.1300 0.4730
H 8.93197 -3.22150 1.19434 -0.4357 -0.7285 0.5249
H 8.11884 -1.76733 1.65067 -0.1388 -0.0443 0.1295
H 7.87168 -2.46450 0.07755 -0.0920 0.1092 -0.0302
H 6.67145 -3.80412 2.58500 0.0702 0.4273 0.1956
H 5.44404 -2.11584 0.37028 -0.4469 0.1166 -0.0865
H 5.61549 -1.61380 2.06479 -0.1674 0.1595 -0.0163
H 3.02871 -1.56006 1.19440 -0.1140 -0.3180 -0.3504
H 3.15033 -1.76927 2.89887 0.4601 -0.1551 0.1919
H 2.20257 -2.91888 2.03432 0.2294 -0.3504 -0.4780
C 0.59709 3.74730 4.57814 -0.1386 -0.1771 0.4539
C 0.68204 2.57454 3.60508 0.4043 -0.0783 0.4392
C 2.04619 1.90250 3.79217 0.4788 -0.6630 -0.3133
O 2.00075 1.20780 5.00503 0.0021 -0.0279 0.5338
C 3.24702 0.83203 5.61036 -0.5009 0.0853 0.1426
N -0.43839 1.55070 3.82102 0.6671 0.4238 -0.2391
H -0.45691 1.19624 4.77653 0.0739 0.1060 0.1206
H -1.34059 1.97045 3.58139 -0.1892 0.0391 0.0775
H -0.31900 0.75140 3.17829 -0.0789 0.1833 0.1796
H 0.77589 3.44360 5.61204 -0.1367 -0.4419 -0.0701
H -0.35437 4.27708 4.58978 0.0750 0.1343 -0.3629
H 1.43944 4.41563 4.40261 -0.2927 0.2466 -0.4025
H 0.56612 2.84920 2.55958 -0.0067 0.2886 0.0383
H 2.87036 2.62420 3.77400 -0.3290 0.4596 0.2242
H 2.32120 1.23515 2.96234 -0.4373 -0.2646 -0.0936
H 3.02536 0.58056 6.64518 -0.1321 -0.2014 -0.0848
H 3.96410 1.65207 5.67218 -0.0180 0.1009 -0.4298
H 3.65434 -0.04110 5.10024 0.2309 0.0499 -0.0432
C -3.08950 0.99978 -5.66858 -1.1374 0.4031 -0.6487
C -1.99676 1.46776 -4.73050 0.6087 -1.5958 -2.5625
C -1.84890 2.94568 -4.39527 -1.0778 -1.5505 0.3407
O -0.75133 2.87915 -3.53448 0.7760 0.9646 0.1170
C -0.32374 4.13149 -3.02187 -1.1917 0.4020 1.0708
N -1.87408 0.53963 -3.53739 -0.1731 1.2137 0.5092
H -1.59711 -0.44206 -3.72141 0.1146 0.2188 -0.2642
H -1.17666 1.00125 -2.94064 0.4318 -0.3558 0.1776
H -2.72239 0.53091 -2.97618 -0.1994 -0.1671 -0.1623
H -4.06879 1.44098 -5.46716 -0.0639 -0.2048 0.2765
H -3.19661 -0.07989 -5.78900 0.1203 -0.1142 0.7076
H -2.91646 1.25524 -6.71710 0.4327 0.5432 0.1941
H -1.08555 1.25267 -5.29297 0.0886 -0.1180 0.4600
H -2.78325 3.31460 -3.95286 0.1797 0.3235 0.4303
H -1.70240 3.50656 -5.32021 0.2981 0.0096 -0.0175
H 0.70729 4.10287 -2.67739 0.0699 -0.1491 -0.4481
H -0.94701 4.33111 -2.13996 0.1707 0.1270 0.1762
H -0.55460 4.97165 -3.67952 0.4844 -0.1827 -0.3929
C 4.72209 6.43885 -3.41910 0.0932 0.6841 -0.2315
C 5.28895 6.03068 -2.08290 -0.0733 0.1721 -0.0434
C 4.18775 5.70516 -1.05365 0.8463 0.0803 0.2792
O 3.50327 4.51613 -1.42814 0.3878 0.4279 0.1066
C 2.64698 4.00074 -0.41288 0.1402 -0.5379 0.1209
N 6.27302 4.84790 -2.21403 -0.1216 -0.5575 -0.0205
H 6.57251 4.45296 -1.32000 -0.3987 0.1480 0.2592
H 5.85572 4.08463 -2.74603 -0.1206 -0.0391 -0.0495
H 7.16542 5.07725 -2.65913 -0.2458 0.4496 -0.3721
H 4.18940 7.38699 -3.30973 -0.0816 -0.0729 0.4666
H 3.97616 5.75250 -3.81604 0.4077 -0.2554 -0.2517
H 5.52020 6.75740 -4.09236 -0.0812 -0.6566 -0.3985
H 5.98500 6.80986 -1.77419 -0.5138 0.2557 0.5741
H 3.51009 6.55608 -0.96089 -0.0722 0.0866 -0.3693
H 4.67002 5.66120 -0.07024 -0.1011 -0.5737 0.1737
H 2.08299 4.76760 0.11987 -0.0272 0.1931 -0.2226
H 3.20555 3.41787 0.32643 0.2197 0.1831 0.0506
H 1.97134 3.28465 -0.88090 -0.0850 0.1992 -0.1053
N -0.24837 -2.71441 -3.39114 -1.4214 -2.6192 0.6733
O -1.13533 -2.43780 -2.55583 -0.0389 0.6971 -0.0874
O -0.15311 -1.98300 -4.41947 -3.6105 -2.8226 -0.1119
O 0.46906 -3.72310 -3.21184 -0.5723 1.5772 -0.8830
As -4.07066 -0.56148 2.97861 -2.5642 0.4208 3.1510
F -3.12748 -1.60702 4.09148 -0.6571 0.7011 -1.2912
F -5.63439 -1.25041 3.38954 1.6424 -0.0157 -0.4131
F -4.99981 0.53326 1.87889 0.8231 -0.4598 0.0770
F -2.63273 0.32619 2.56592 0.0573 -0.3635 -0.5202
F -3.88454 -1.71805 1.68158 0.4136 0.2521 -0.0842
F -4.31121 0.59852 4.29726 0.4538 -0.8195 -1.0671
As 0.03557 0.09816 0.18087 -0.0680 0.3062 -0.4532
F -0.42968 1.73213 0.71086 0.0011 -0.6067 0.0568
F 1.73257 0.41872 0.42036 -0.5396 0.1570 0.5323
F 0.46874 -1.50989 -0.26817 -0.3351 0.5799 0.0295
F -1.65645 -0.22564 -0.26276 0.6584 0.2550 0.3222
F 0.24298 0.85869 -1.41665 -0.2784 -0.8199 0.3762
F -0.24250 -0.41111 1.86801 0.5510 0.0309 -1.1725
```
Positions in Å, forces in eV/Å.

The orbital gap comes out at 9.10 eV. Its charge is +5. The value obtained for the energy relative to the best compared isomer or geometry (same formula, charge and spin) is 0.0 kJ/mol. Its calculated total energy is -224915.880 eV.